Molecular formula: C6H12N2
Method: DFT, the ωB97M-V functional and the def2-TZVPD basis

Calculated values
* HOMO (spin up / spin down): -7.04 / -7.04 eV
* charge: 0
* frontier orbital gap (spin up / spin down): 7.8 / 7.8 eV
* energy relative to the best compared isomer or geometry (same formula, charge and spin): 88.2 kcal/mol

Cartesian coordinates (Å):
C (1.00, 1.23, -1.29)
C (-1.47, 0.75, 1.52)
C (-0.36, 1.24, 0.64)
N (-0.07, 0.65, -0.47)
H (0.20, 2.12, 0.95)
H (1.10, 0.65, -2.21)
H (0.77, 2.27, -1.54)
H (1.96, 1.20, -0.76)
H (-2.07, 1.59, 1.88)
H (-2.11, 0.05, 0.98)
H (-1.08, 0.23, 2.40)
C (-0.73, -1.65, -1.60)
N (1.34, -1.00, 1.58)
C (0.85, -1.56, 0.46)
C (0.10, -1.14, -0.49)
H (2.26, -1.29, 1.89)
H (1.17, 0.01, 1.73)
H (-0.57, -1.08, -2.52)
H (-0.48, -2.69, -1.78)
H (-1.80, -1.59, -1.37)


Molecular formula: C64H176N16O16
Method: DFT, the ωB97M-V functional and the def2-TZVPD basis

Calculated values
* HOMO: -9.02 eV
* charge: 0
* frontier orbital gap: 9.2 eV
* energy relative to the best compared isomer or geometry (same formula, charge and spin): 207.3 kcal/mol

Cartesian coordinates (Å):
C (5.43, -13.38, 5.88)
C (3.95, -12.96, 5.60)
C (3.76, -11.44, 5.41)
O (2.39, -11.25, 4.97)
C (1.83, -9.95, 5.23)
N (3.44, -13.67, 4.46)
H (5.52, -14.47, 5.92)
H (5.97, -12.90, 6.70)
H (6.07, -13.15, 5.02)
H (3.34, -13.28, 6.45)
H (4.32, -11.05, 4.57)
H (4.01, -10.81, 6.27)
H (1.07, -9.81, 4.45)
H (2.48, -9.10, 5.03)
H (1.41, -9.85, 6.23)
H (4.03, -13.35, 3.71)
H (2.56, -13.20, 4.32)
C (-4.13, -6.67, 7.56)
C (-4.11, -5.29, 8.28)
C (-2.77, -5.12, 9.03)
O (-2.50, -6.12, 9.99)
C (-3.34, -6.14, 11.13)
N (-4.33, -4.18, 7.35)
H (-3.45, -6.63, 6.71)
H (-5.16, -6.86, 7.24)
H (-3.90, -7.51, 8.21)
H (-4.95, -5.16, 8.96)
H (-2.68, -4.10, 9.38)
H (-2.01, -5.20, 8.24)
H (-3.19, -5.27, 11.77)
H (-3.10, -7.09, 11.61)
H (-4.39, -6.17, 10.86)
H (-3.96, -3.29, 7.64)
H (-5.31, -3.97, 7.24)
C (1.75, 8.17, -6.97)
C (0.75, 9.25, -6.43)
C (-0.63, 9.22, -7.19)
O (-0.51, 9.65, -8.50)
C (-1.68, 9.53, -9.28)
N (0.58, 8.98, -4.96)
H (1.41, 7.13, -6.96)
H (2.71, 8.23, -6.45)
H (1.93, 8.32, -8.03)
H (1.20, 10.24, -6.54)
H (-1.42, 9.85, -6.77)
H (-1.12, 8.24, -7.16)
H (-2.52, 9.99, -8.76)
H (-1.97, 8.51, -9.52)
H (-1.58, 10.12, -10.20)
H (0.03, 8.14, -4.86)
H (1.44, 8.68, -4.54)
C (-3.11, -11.03, 1.06)
C (-2.31, -10.56, -0.19)
C (-1.89, -11.72, -1.16)
O (-0.84, -12.45, -0.55)
C (-0.10, -13.39, -1.31)
N (-3.11, -9.55, -0.79)
H (-2.36, -11.65, 1.55)
H (-4.01, -11.64, 0.93)
H (-3.19, -10.26, 1.83)
H (-1.43, -10.12, 0.27)
H (-1.63, -11.31, -2.14)
H (-2.72, -12.40, -1.31)
H (0.63, -13.92, -0.68)
H (0.60, -12.87, -1.97)
H (-0.66, -14.11, -1.90)
H (-3.22, -8.79, -0.13)
H (-2.64, -9.10, -1.57)
C (-10.41, -0.11, 7.25)
C (-9.94, 0.55, 5.98)
C (-9.97, -0.32, 4.68)
O (-8.97, -1.34, 4.85)
C (-8.85, -2.26, 3.78)
N (-10.86, 1.68, 5.80)
H (-10.62, 0.65, 8.00)
H (-9.60, -0.75, 7.61)
H (-11.34, -0.67, 7.15)
H (-8.96, 1.00, 6.13)
H (-9.69, 0.26, 3.80)
H (-10.96, -0.75, 4.54)
H (-8.60, -1.68, 2.89)
H (-9.76, -2.80, 3.51)
H (-8.07, -3.01, 3.84)
H (-11.68, 1.24, 5.41)
H (-11.21, 1.90, 6.72)
C (4.86, 0.02, -6.49)
C (6.08, 0.18, -7.49)
C (6.04, 1.54, -8.18)
O (6.94, 1.44, -9.31)
C (7.52, 2.61, -9.78)
N (7.33, 0.23, -6.62)
H (4.83, 0.71, -5.65)
H (4.90, -0.97, -6.03)
H (3.94, 0.07, -7.06)
H (6.21, -0.63, -8.21)
H (6.28, 2.30, -7.44)
H (5.10, 1.87, -8.61)
H (8.18, 2.46, -10.63)
H (8.23, 2.96, -9.03)
H (6.85, 3.42, -10.08)
H (7.33, -0.54, -5.96)
H (7.97, -0.09, -7.33)
C (-1.73, 8.79, 1.54)
C (-2.71, 9.89, 1.20)
C (-2.18, 11.27, 1.68)
O (-3.04, 12.37, 1.33)
C (-4.01, 12.68, 2.30)
N (-2.86, 9.81, -0.23)
H (-2.09, 7.82, 1.22)
H (-1.54, 8.80, 2.62)
H (-0.76, 8.93, 1.07)
H (-3.67, 9.67, 1.68)
H (-1.26, 11.39, 1.10)
H (-1.99, 11.18, 2.75)
H (-4.73, 13.36, 1.85)
H (-3.51, 13.20, 3.12)
H (-4.57, 11.84, 2.72)
H (-3.23, 10.71, -0.50)
H (-1.91, 9.72, -0.56)
C (4.58, -2.94, 7.36)
C (4.13, -3.44, 8.78)
C (5.34, -3.70, 9.72)
O (4.94, -4.05, 11.05)
C (6.05, -3.99, 11.96)
N (3.27, -2.44, 9.32)
H (3.77, -2.93, 6.63)
H (5.24, -3.71, 6.95)
H (5.16, -2.02, 7.39)
H (3.49, -4.32, 8.63)
H (5.95, -2.81, 9.64)
H (5.89, -4.55, 9.32)
H (6.84, -4.73, 11.84)
H (5.75, -4.10, 13.00)
H (6.58, -3.04, 11.93)
H (3.73, -1.54, 9.31)
H (3.12, -2.76, 10.27)
C (-2.81, -3.88, -5.52)
C (-2.32, -5.06, -6.34)
C (-1.57, -4.60, -7.66)
O (-1.11, -5.81, -8.31)
C (-0.52, -5.64, -9.63)
N (-1.50, -5.83, -5.47)
H (-3.33, -3.18, -6.17)
H (-2.00, -3.30, -5.08)
H (-3.60, -4.11, -4.79)
H (-3.17, -5.68, -6.60)
H (-0.70, -4.00, -7.40)
H (-2.16, -3.91, -8.26)
H (-0.19, -6.59, -10.06)
H (0.32, -4.95, -9.50)
H (-1.25, -5.21, -10.30)
H (-0.65, -5.31, -5.31)
H (-1.20, -6.65, -5.98)
C (5.50, 2.89, 3.53)
C (4.56, 4.03, 3.99)
C (5.48, 5.17, 4.64)
O (6.17, 4.64, 5.76)
C (7.26, 5.40, 6.28)
N (3.69, 4.59, 3.01)
H (6.33, 2.59, 4.16)
H (5.82, 3.23, 2.55)
H (4.86, 2.02, 3.38)
H (3.89, 3.69, 4.78)
H (4.81, 5.98, 4.93)
H (6.17, 5.48, 3.85)
H (8.04, 4.78, 6.72)
H (7.00, 5.98, 7.17)
H (7.69, 6.08, 5.55)
H (2.82, 4.80, 3.49)
H (3.27, 3.81, 2.52)
C (-3.04, 3.29, 6.28)
C (-1.64, 2.88, 6.79)
C (-1.02, 3.96, 7.69)
O (-0.95, 5.24, 7.04)
C (-0.31, 6.24, 7.82)
N (-1.77, 1.67, 7.58)
H (-3.49, 2.53, 5.65)
H (-3.00, 4.21, 5.69)
H (-3.65, 3.50, 7.16)
H (-0.91, 2.68, 6.00)
H (-0.01, 3.67, 7.97)
H (-1.60, 3.97, 8.62)
H (-0.94, 6.54, 8.65)
H (-0.21, 7.13, 7.20)
H (0.68, 5.95, 8.18)
H (-2.16, 1.89, 8.48)
H (-0.93, 1.16, 7.77)
C (5.96, 10.70, -1.15)
C (5.28, 9.81, -0.05)
C (4.19, 10.57, 0.68)
O (4.69, 11.72, 1.32)
C (5.23, 11.50, 2.59)
N (4.87, 8.49, -0.56)
H (6.19, 11.65, -0.66)
H (5.38, 10.85, -2.05)
H (6.93, 10.33, -1.48)
H (6.08, 9.50, 0.63)
H (3.59, 9.96, 1.36)
H (3.52, 11.00, -0.06)
H (4.47, 11.56, 3.36)
H (5.88, 12.35, 2.82)
H (5.90, 10.67, 2.82)
H (5.57, 7.89, -0.95)
H (4.63, 7.93, 0.24)
C (-1.11, 2.60, -9.30)
C (-1.74, 1.79, -10.46)
C (-0.79, 0.79, -11.15)
O (0.42, 1.44, -11.51)
C (1.46, 0.69, -12.06)
N (-2.87, 1.09, -9.94)
H (-1.80, 3.41, -9.08)
H (-0.17, 3.04, -9.62)
H (-0.99, 2.12, -8.33)
H (-1.98, 2.58, -11.18)
H (-1.16, 0.19, -11.97)
H (-0.44, 0.06, -10.43)
H (2.40, 1.23, -12.19)
H (1.17, 0.33, -13.05)
H (1.79, -0.13, -11.41)
H (-3.40, 1.91, -9.66)
H (-3.44, 0.65, -10.65)
C (-5.90, 4.76, -5.42)
C (-6.10, 6.17, -6.05)
C (-6.85, 6.20, -7.40)
O (-6.13, 5.71, -8.50)
C (-6.76, 5.71, -9.77)
N (-6.83, 6.97, -5.07)
H (-6.74, 4.32, -4.89)
H (-4.99, 4.65, -4.82)
H (-5.76, 4.08, -6.26)
H (-5.14, 6.68, -6.15)
H (-7.06, 7.23, -7.69)
H (-7.76, 5.62, -7.26)
H (-6.14, 5.21, -10.51)
H (-6.93, 6.73, -10.09)
H (-7.68, 5.13, -9.72)
H (-7.56, 6.39, -4.68)
H (-6.16, 7.08, -4.33)
C (4.31, -7.28, -1.30)
C (3.52, -8.41, -2.01)
C (3.91, -8.62, -3.48)
O (3.68, -7.48, -4.31)
C (3.66, -7.56, -5.72)
N (3.74, -9.65, -1.34)
H (5.36, -7.57, -1.35)
H (4.05, -7.05, -0.27)
H (4.22, -6.37, -1.90)
H (2.45, -8.23, -1.85)
H (3.40, -9.48, -3.91)
H (4.98, -8.79, -3.53)
H (3.05, -8.36, -6.13)
H (4.65, -7.65, -6.16)
H (3.37, -6.62, -6.18)
H (3.36, -9.35, -0.45)
H (3.11, -10.30, -1.79)
C (-0.21, -2.52, 0.97)
C (-1.10, -1.28, 1.39)
C (-1.20, -0.23, 0.24)
O (0.00, 0.50, 0.12)
C (0.05, 1.30, -1.01)
N (-2.38, -1.87, 1.65)
H (0.71, -2.17, 0.49)
H (-0.71, -3.19, 0.27)
H (0.11, -3.11, 1.82)
H (-0.83, -0.79, 2.32)
H (-1.93, 0.49, 0.62)
H (-1.67, -0.65, -0.66)
H (1.01, 1.78, -1.20)
H (-0.68, 2.10, -0.87)
H (-0.24, 0.73, -1.89)
H (-3.08, -1.18, 1.91)
H (-2.38, -2.48, 2.45)


Molecular formula: CHN3O
Method: DFT, the ωB97M-V functional and the def2-TZVPD basis

Calculated values
* SMILES: c1nnno1
* HOMO: -11.51 eV
* charge: 0
* frontier orbital gap: 11.2 eV
* energy relative to the best compared isomer or geometry (same formula, charge and spin): 99.5 kcal/mol

Cartesian coordinates (Å):
C (-0.47, 0.58, -0.88)
N (0.04, -0.59, -0.96)
N (0.60, -1.02, 0.21)
N (0.21, -0.13, 1.17)
O (-0.24, 0.95, 0.47)
H (-1.17, 1.07, -1.50)


Molecular formula: C56H41F16NO4S
Method: DFT, the ωB97M-V functional and the def2-TZVPD basis

Calculated values
* SMILES: CCC[C@@H](C)c1cc(CCC(F)(F)F)c(F)c2c1N(C(F)(F)C(F)(F)C(F)(F)F)c1ccc(CCCC(F)(F)C(F)(F)F)cc1S2.O=C1c2ccccc2C(=O)c2ccccc21.O=C1c2ccccc2C(=O)c2ccccc21
* HOMO: -8.58 eV
* charge: 0
* frontier orbital gap: 7.5 eV

Cartesian coordinates (Å):
C (-4.69, 1.12, 6.06)
C (-4.10, 0.13, 4.94)
C (-3.99, 0.96, 3.59)
C (-4.41, 0.10, 2.29)
C (-5.99, -0.02, 2.26)
C (-3.86, 0.92, 1.05)
C (-4.61, 2.20, 0.75)
C (-4.21, 3.09, -0.36)
C (-4.96, 4.43, -0.76)
C (-6.16, 3.98, -1.74)
C (-5.67, 3.64, -3.19)
F (-6.79, 3.68, -4.04)
F (-4.79, 4.60, -3.71)
F (-5.16, 2.35, -3.33)
C (-3.01, 2.70, -1.15)
F (-2.55, 3.52, -2.18)
C (-2.29, 1.46, -0.87)
C (-2.68, 0.49, 0.23)
N (-1.96, -0.76, 0.50)
C (-2.39, -1.86, -0.35)
F (-1.35, -2.84, -0.28)
F (-2.55, -1.55, -1.71)
C (-3.71, -2.62, 0.11)
F (-4.83, -1.79, -0.03)
F (-3.91, -3.64, -0.85)
C (-3.63, -3.35, 1.52)
F (-2.60, -2.95, 2.33)
F (-4.88, -3.24, 2.12)
F (-3.45, -4.72, 1.32)
C (-0.51, -0.57, 0.50)
C (0.34, -1.19, 1.57)
C (1.83, -0.97, 1.60)
C (2.55, -0.13, 0.59)
C (4.11, 0.14, 0.65)
C (4.83, -0.31, -0.70)
C (4.97, 0.85, -1.79)
C (4.73, 0.32, -3.25)
F (5.10, 1.31, -4.17)
F (3.37, 0.04, -3.46)
C (5.58, -0.99, -3.62)
F (4.77, -2.11, -3.56)
F (5.95, -0.85, -4.97)
F (6.75, -1.12, -2.91)
C (1.71, 0.45, -0.50)
C (0.24, 0.23, -0.53)
S (-0.80, 0.99, -1.85)
H (-5.54, 0.59, 6.59)
H (-3.92, 1.35, 6.87)
H (-5.03, 2.11, 5.65)
H (-3.04, -0.10, 5.26)
H (-4.72, -0.81, 4.85)
H (-2.92, 1.28, 3.39)
H (-4.62, 1.90, 3.56)
H (-3.87, -0.88, 2.40)
H (-6.39, 0.93, 2.75)
H (-6.41, -0.88, 2.86)
H (-6.38, -0.01, 1.20)
H (-5.49, 2.49, 1.38)
H (-5.38, 4.94, 0.16)
H (-4.27, 5.11, -1.34)
H (-6.68, 3.05, -1.34)
H (-6.88, 4.85, -1.84)
H (-0.07, -1.83, 2.39)
H (2.48, -1.42, 2.41)
H (4.24, 1.26, 0.79)
H (4.54, -0.33, 1.56)
H (4.19, -1.13, -1.15)
H (5.86, -0.66, -0.43)
H (4.14, 1.61, -1.60)
H (5.94, 1.43, -1.68)
H (2.14, 1.10, -1.32)
O (-1.48, -7.26, -6.38)
C (-1.87, -6.11, -6.29)
C (-2.82, -5.55, -7.28)
C (-3.29, -6.36, -8.32)
C (-4.21, -5.86, -9.22)
C (-4.67, -4.55, -9.11)
C (-4.19, -3.73, -8.09)
C (-3.26, -4.23, -7.18)
C (-2.74, -3.34, -6.11)
O (-3.09, -2.18, -6.05)
C (-1.81, -3.91, -5.10)
C (-1.34, -3.10, -4.07)
C (-0.50, -3.62, -3.11)
C (-0.11, -4.95, -3.17)
C (-0.55, -5.76, -4.21)
C (-1.40, -5.24, -5.18)
H (-2.94, -7.38, -8.41)
H (-4.58, -6.49, -10.02)
H (-5.40, -4.16, -9.81)
H (-4.55, -2.71, -8.00)
H (-1.64, -2.06, -4.01)
H (-0.14, -2.98, -2.31)
H (0.55, -5.36, -2.41)
H (-0.25, -6.80, -4.25)
O (4.34, 3.22, 6.21)
C (5.48, 3.30, 5.79)
C (5.88, 2.57, 4.56)
C (4.94, 1.82, 3.86)
C (5.29, 1.17, 2.69)
C (6.60, 1.28, 2.20)
C (7.54, 2.01, 2.90)
C (7.19, 2.66, 4.08)
C (8.21, 3.43, 4.82)
O (9.37, 3.46, 4.44)
C (7.81, 4.17, 6.04)
C (8.75, 4.93, 6.73)
C (8.38, 5.65, 7.86)
C (7.05, 5.62, 8.30)
C (6.11, 4.85, 7.62)
C (6.49, 4.12, 6.50)
H (3.92, 1.74, 4.24)
H (4.54, 0.56, 2.12)
H (6.87, 0.78, 1.27)
H (8.55, 2.09, 2.52)
H (9.78, 4.96, 6.39)
H (9.11, 6.24, 8.39)
H (6.76, 6.19, 9.17)
H (5.09, 4.83, 7.97)


Molecular formula: C4H8N4OP
Method: DFT, the ωB97M-V functional and the def2-TZVPD basis

Calculated values
* SMILES: [NH2+]=C1N=C[C@H](NP=O)CN1
* HOMO: -13.26 eV
* charge: +1
* frontier orbital gap: 8.6 eV
* energy relative to the best compared isomer or geometry (same formula, charge and spin): 0.0 kcal/mol

Cartesian coordinates (Å):
N (2.80, -1.16, -0.28)
C (1.68, -0.72, 0.19)
N (1.52, 0.60, 0.23)
C (0.47, 1.24, 0.22)
C (-0.68, 0.39, -0.23)
N (-1.90, 1.20, -0.18)
P (-2.54, 1.70, -1.65)
O (-3.77, 2.50, -1.40)
C (-0.68, -0.85, 0.61)
N (0.69, -1.41, 0.71)
H (3.50, -0.46, -0.21)
H (2.97, -2.11, -0.60)
H (0.39, 2.32, 0.29)
H (-0.50, 0.11, -1.33)
H (-2.34, 1.40, 0.82)
H (-1.21, -0.76, 1.63)
H (-1.14, -1.67, 0.08)
H (0.74, -2.33, 1.10)


Molecular formula: C5H7FO
Method: DFT, the ωB97M-V functional and the def2-TZVPD basis

Calculated values
* SMILES: F/C=C1\CCOC1
* HOMO: -9.34 eV
* charge: 0
* frontier orbital gap: 10.3 eV
* energy relative to the best compared isomer or geometry (same formula, charge and spin): 11.2 kcal/mol

Cartesian coordinates (Å):
F (0.38, 2.24, 1.32)
C (-0.16, 1.01, 1.42)
C (-0.10, 0.16, 0.41)
C (0.57, 0.39, -0.92)
C (0.08, -0.83, -1.73)
O (-0.10, -1.85, -0.77)
C (-0.68, -1.24, 0.37)
H (-0.65, 0.85, 2.37)
H (1.68, 0.39, -0.83)
H (0.31, 1.32, -1.37)
H (-0.83, -0.60, -2.23)
H (0.79, -1.20, -2.48)
H (-1.78, -1.22, 0.28)
H (-0.43, -1.83, 1.23)


Molecular formula: CH3OPS
Method: DFT, the ωB97M-V functional and the def2-TZVPD basis

Calculated values
* HOMO (spin up / spin down): -9.29 / -7.96 eV
* charge: 0
* frontier orbital gap (spin up / spin down): 8.6 / 6.0 eV
* energy relative to the best compared isomer or geometry (same formula, charge and spin): 79.2 kcal/mol

Cartesian coordinates (Å):
C (1.02, 0.57, 0.12)
O (-1.48, -0.58, -0.31)
P (0.02, -0.82, 0.22)
S (-2.66, 0.55, 0.02)
H (0.64, 1.51, 0.52)
H (2.07, 0.40, 0.28)
H (0.39, -1.63, -0.86)


Molecular formula: C9H10BN
Method: DFT, the ωB97M-V functional and the def2-TZVPD basis

Calculated values
* HOMO (spin up / spin down): -7.15 / -9.07 eV
* multiplicity: 3
* charge: 0
* frontier orbital gap (spin up / spin down): 6.5 / 8.0 eV
* energy relative to the best compared isomer or geometry (same formula, charge and spin): 31.4 kcal/mol

Cartesian coordinates (Å):
B (-3.71, 0.01, -0.15)
C (-3.24, -1.27, -0.36)
C (0.54, 1.15, -0.56)
C (0.17, -1.21, -0.35)
C (1.94, 0.88, -0.44)
C (1.55, -1.39, -0.09)
C (-0.31, 0.04, -0.40)
C (2.45, -0.32, -0.03)
C (-4.11, 1.42, 0.21)
C (3.93, -0.40, 0.58)
N (-2.88, -2.39, -0.29)
H (0.13, 2.17, -0.67)
H (-0.56, -2.10, -0.26)
H (2.62, 1.73, -0.64)
H (1.96, -2.39, 0.10)
H (-3.65, 1.52, 1.21)
H (-5.28, 1.46, 0.31)
H (-4.11, 2.27, -0.53)
H (4.62, -0.09, -0.11)
H (3.85, 0.34, 1.48)
H (4.08, -1.40, 0.97)


Molecular formula: C5H11NO
Method: DFT, the ωB97M-V functional and the def2-TZVPD basis

Calculated values
* SMILES: CC[C@@H](C)NC=O
* HOMO: -9.63 eV
* charge: 0
* frontier orbital gap: 10.5 eV
* energy relative to the best compared isomer or geometry (same formula, charge and spin): 17.3 kcal/mol

Cartesian coordinates (Å):
C (-0.99, 0.15, 1.98)
C (0.24, -0.13, 1.14)
C (-0.01, 0.16, -0.35)
C (0.18, 1.62, -0.71)
N (0.86, -0.70, -1.19)
C (0.46, -1.86, -1.77)
O (-0.68, -2.28, -1.72)
H (-0.78, 0.25, 3.05)
H (-1.69, 0.91, 1.67)
H (-1.59, -0.77, 1.89)
H (1.07, 0.54, 1.40)
H (0.56, -1.15, 1.33)
H (-0.98, -0.10, -0.77)
H (-0.04, 1.80, -1.77)
H (1.03, 2.18, -0.33)
H (-0.74, 2.08, -0.29)
H (1.81, -0.35, -1.29)
H (1.28, -2.37, -2.27)


Record order is preserved below.
Calculated total energy: -9393.02363 -125807.88865 -7567.46027 -122727.73266 -21567.62158 -10062.25899 -23253.40834 -11655.35151 -8900.94647 eV